A 4-piece molecular cluster, C3H11NO3 overall at a distorted geometry. Source: OMol25; level of theory: the ωB97M-V functional and the def2-TZVPD basis.

```
18
Properties=species:S:1:pos:R:3:forces:R:3:lowdin_charge:R:1
C -1.812611 -0.312725 0.318703 1.11 -0.95 1.65 -0.274
C -1.717579 -1.205237 -0.739509 -0.64 -0.18 -0.04 0.260
C -0.996399 1.014750 0.289169 1.46 0.45 0.87 -0.015
N -0.627817 -0.065296 1.160101 -0.56 -0.25 -1.07 0.058
H -2.662654 -0.232826 0.998467 -0.90 0.40 -1.14 0.176
H -1.037450 -2.057595 -0.670928 0.59 0.61 -0.43 0.126
H -2.349376 -1.156367 -1.620542 -0.59 -0.30 0.36 0.111
H -0.368509 1.223857 -0.560584 0.18 0.09 -0.14 0.085
H -1.439873 1.846098 0.812667 -0.57 0.13 -0.33 0.124
H 0.198530 -0.538655 0.763023 0.18 0.15 0.28 0.072
H 1.532102 -0.534440 2.156439 0.29 0.23 0.20 0.004
O 2.122836 -0.718390 1.422213 -0.07 -0.40 -0.13 -0.136
H 1.469768 0.328019 -1.297986 -0.35 -0.08 0.35 -0.007
H 0.249995 -0.689196 -1.712131 0.09 0.23 0.10 -0.050
O 1.138410 -0.400510 -1.926884 0.26 -0.08 -0.45 -0.099
H 2.161577 0.128830 0.869582 -0.19 0.08 0.15 -0.024
H 2.402371 2.023149 -0.201248 -0.03 0.05 -0.03 -0.033
O 1.736686 1.346529 -0.060548 -0.25 -0.20 -0.20 -0.378
```
Forces are in eV/Å.

Results
Total charge   0
Relative energy (zero: lowest compared OMol25 entry of this formula, charge and spin)   173.6 kcal/mol
Frontier orbital gap   4.45 eV
Maximum force   2.2 eV Å⁻¹



A 4-piece molecular cluster, C3H11NO3 overall at a distorted geometry. Source: OMol25; level of theory: the ωB97M-V functional and the def2-TZVPD basis.

```
18
Properties=species:S:1:pos:R:3:forces:R:3:lowdin_charge:R:1
C 2.041378 0.734759 1.947208 2.17 0.07 -2.08 0.023
C 2.387892 0.424614 0.653030 -2.63 -0.31 0.57 -0.170
N 1.507437 -0.428249 -0.217868 1.55 1.32 1.16 -0.075
C 1.256893 0.103247 -1.334474 -0.01 -1.83 -2.51 -0.066
H 1.174126 0.303193 2.419037 -0.25 -0.04 -0.21 0.044
H 2.686320 1.382647 2.582864 -0.50 -0.62 -0.70 0.059
H 3.177461 0.652395 -0.087463 0.25 0.67 1.79 0.101
H 1.129356 -0.645211 -2.200654 -0.94 1.23 1.28 0.105
H 1.329598 1.153146 -1.679741 0.39 -0.32 0.70 0.090
O -0.555443 -1.853609 1.072821 0.98 -1.54 0.63 -0.103
H 0.267732 -1.457459 0.713604 -0.29 -0.10 -0.14 -0.016
H -0.232416 -2.736794 1.416206 -0.77 1.50 -0.59 0.078
O -2.317176 1.523284 -2.136836 0.43 -0.89 -1.13 -0.038
H -2.933987 1.086605 -1.569894 -0.53 -1.20 0.67 -0.011
H -2.324423 2.374413 -1.766038 0.28 2.01 0.51 0.002
O -2.902549 -0.490720 0.001992 0.19 0.71 -0.27 -0.049
H -3.599935 -1.126045 0.077167 -0.59 -0.53 0.10 0.028
H -2.092256 -1.000219 0.109041 0.28 -0.14 0.23 -0.002
```
Forces are in eV/Å.

Results
Total charge   0
Relative energy (zero: lowest compared OMol25 entry of this formula, charge and spin)   75.2 kcal/mol
SMILES   C=CN=C.O.O.O
Frontier orbital gap   9.78 eV
Maximum force   3.1 eV Å⁻¹



A 3-piece molecular cluster, C3H11NO3 overall at a distorted geometry. Source: OMol25; level of theory: the ωB97M-V functional and the def2-TZVPD basis.

```
18
Properties=species:S:1:pos:R:3:forces:R:3:lowdin_charge:R:1
C -1.859682 -0.630643 -0.581355 1.16 -1.37 -0.83 -0.072
C -0.412361 -1.327446 -1.027992 -3.84 0.68 0.08 -0.237
N 0.555753 -0.742436 -0.168028 0.50 -1.78 -2.14 -0.028
C 1.825070 -0.597538 -0.721537 -0.34 1.14 2.79 -0.315
O 2.622577 -0.049567 0.000912 1.75 0.24 -0.28 -0.004
H -1.718123 0.480855 -0.629979 -0.12 -1.09 0.89 0.084
H -2.352451 -1.131709 0.295041 1.02 1.12 -0.21 0.080
H -2.593888 -0.827867 -1.340455 -0.22 -0.23 -0.80 0.034
H -0.483596 -2.476675 -1.133843 0.26 1.79 0.41 0.131
H -0.230202 -0.838274 -1.979882 -0.09 -0.67 -0.54 0.092
H 0.282519 -0.703005 0.812242 1.42 -0.46 -0.50 0.120
H 2.140728 -0.864761 -1.773409 -1.28 -0.16 0.78 0.157
O -0.744355 0.740012 2.161385 -0.52 -1.78 1.44 -0.043
H -0.220476 0.535244 1.400317 0.18 1.30 -0.56 -0.045
H -0.965780 1.651904 2.173918 0.00 1.15 -0.47 0.024
O 1.036405 2.364141 0.800019 0.09 0.27 -1.07 -0.080
H 1.451032 2.214566 1.657299 0.46 -0.17 -0.51 0.048
H 1.666829 2.203197 0.055346 -0.43 0.01 1.52 0.055
```
Forces are in eV/Å.

Results
Total charge   0
Relative energy (zero: lowest compared OMol25 entry of this formula, charge and spin)   52.5 kcal/mol
SMILES   CCNC=O.O.O
Frontier orbital gap   10.63 eV
Maximum force   3.9 eV Å⁻¹



A 4-piece molecular cluster, C3H11NO3 overall. Source: OMol25; level of theory: the ωB97M-V functional and the def2-TZVPD basis.

```
18
Properties=species:S:1:pos:R:3:forces:R:3:lowdin_charge:R:1
C 0.236937 1.484627 1.590398 0.53 -0.39 -0.71 0.021
C -0.221971 0.296986 1.964417 -0.63 0.28 -0.14 -0.247
N 0.432490 -0.962882 1.869199 0.23 0.17 0.91 -0.030
C 1.650443 -1.008523 1.550161 0.75 -0.26 0.06 -0.037
H 1.271246 1.539403 1.278695 0.04 0.22 -0.26 0.043
H -0.362089 2.358133 1.381813 -0.18 0.05 0.74 0.061
H -1.202540 0.199991 2.414599 -0.21 -0.01 -0.32 0.096
H 2.259486 -0.182366 1.192126 -0.08 0.37 0.09 0.068
H 2.222762 -1.924123 1.685818 -0.39 -0.29 -0.37 0.077
O -1.808262 -1.653840 -0.232963 -0.01 0.09 -0.01 -0.059
H -1.131521 -1.266726 0.334518 0.03 -0.24 0.04 -0.024
H -2.631058 -1.311758 0.129317 -0.04 -0.01 -0.10 0.037
O 1.429640 0.237109 -1.813218 -0.01 0.08 0.18 -0.064
H 0.651711 -0.271678 -1.551036 -0.07 0.05 -0.14 0.021
H 1.183517 1.149451 -1.620128 0.00 -0.12 -0.02 0.031
O -1.493603 0.583702 -3.066997 0.02 0.07 -0.04 -0.063
H -1.711012 -0.234601 -3.525097 0.00 -0.02 0.09 0.040
H -0.776174 0.967095 -3.581624 0.02 -0.05 -0.01 0.030
```
Forces are in eV/Å.

Results
Total charge   0
Relative energy (zero: lowest compared OMol25 entry of this formula, charge and spin)   67.4 kcal/mol
SMILES   C=CN=C.O.O.O
Frontier orbital gap   9.83 eV
Maximum force   1.0 eV Å⁻¹



A 3-piece molecular cluster, C3H11NO3S overall at a distorted geometry. Source: OMol25; level of theory: the ωB97M-V functional and the def2-TZVPD basis.

```
19
Properties=species:S:1:pos:R:3:forces:R:3:lowdin_charge:R:1
C 0.067449 0.097394 -0.028476 0.06 -2.02 -0.18 -0.276
O -0.990122 -0.472191 -0.822615 -0.23 1.17 -1.01 -0.181
C -0.119520 -0.529838 1.374100 -2.04 -2.03 -2.36 -0.521
C 0.320553 -1.994700 1.205712 1.66 -2.10 3.10 -0.682
S 2.155332 -2.243761 1.517458 0.09 0.11 -0.16 -0.002
N 0.476429 0.249153 2.448104 1.40 0.41 -0.76 -0.014
H 0.953224 -0.397224 -0.497589 0.23 1.38 0.62 0.107
H 0.034235 1.197807 0.035139 0.05 -0.39 -0.49 0.102
H -1.261578 -0.721910 1.260232 1.16 1.20 1.57 0.136
H 0.116577 -2.429002 0.247668 -0.46 0.37 -0.58 0.014
H -0.075184 -2.787874 1.984236 -0.06 1.90 -1.24 0.039
H 1.423820 -0.170754 2.641049 -1.18 -0.64 0.08 -0.012
H 0.874333 0.992802 1.854488 -0.52 0.51 0.81 0.039
H -2.304653 1.627196 -1.334747 -0.20 -0.01 0.12 -0.095
H -1.151911 0.222041 -1.554253 0.02 -0.44 1.36 0.034
O -1.488612 1.896006 -1.754964 -0.28 0.28 -0.43 -0.476
H -0.315565 1.419849 -2.758425 -0.12 0.30 -0.39 -0.042
H 0.746706 2.373354 -2.596944 0.28 0.15 -0.09 -0.004
O 0.538489 1.671652 -3.220172 0.14 -0.15 0.03 -0.168
```
Forces are in eV/Å.

Results
Total charge   -2
Relative energy (zero: lowest compared OMol25 entry of this formula, charge and spin)   43.8 kcal/mol
Frontier orbital gap   5.81 eV
Maximum force   4.1 eV Å⁻¹



A 2-piece molecular cluster, C3H11NOS2 overall at a distorted geometry. Source: OMol25; level of theory: the ωB97M-V functional and the def2-TZVPD basis.

```
18
Properties=species:S:1:pos:R:3:forces:R:3:lowdin_charge:R:1
C -1.164505 -0.683528 1.942157 0.16 -1.22 3.20 -0.147
N 0.233514 -0.299803 1.725375 0.22 1.86 -1.15 -0.110
C 0.286622 0.515293 0.451608 1.87 -1.27 -1.25 -0.313
C 1.592272 0.051496 -0.318223 -0.77 -0.61 3.09 -0.448
S 3.043382 1.018686 0.518286 -2.01 -0.08 -0.09 0.338
S 4.378189 -0.480172 0.548365 1.81 -0.84 0.31 0.253
H -1.476773 -1.773152 2.162338 1.53 1.28 0.43 0.101
H -1.740156 -0.052432 2.633659 0.22 -0.05 -0.10 0.080
H -1.577852 -0.621771 1.028174 -1.86 0.60 -3.05 0.000
H 0.717374 0.370528 2.366713 -1.18 -1.46 0.14 0.109
H 0.480664 1.577641 0.548106 -0.81 0.45 0.62 0.076
H -0.584084 0.343414 -0.230757 0.67 0.14 0.76 0.115
H 1.509576 -1.084760 -0.194701 1.20 1.63 -0.47 0.106
H 1.708134 0.479742 -1.255105 -0.36 0.00 -2.14 0.012
H 5.454875 0.287499 0.930490 -0.70 -0.42 -0.31 -0.171
O -4.029818 0.451474 -4.381269 -0.47 -0.05 -0.25 -0.047
H -3.944472 -0.268437 -3.772715 0.96 -0.55 1.02 0.016
H -4.886937 0.168290 -4.702499 -0.49 0.60 -0.77 0.030
```
Forces are in eV/Å.

Results
Total charge   0
Relative energy (zero: lowest compared OMol25 entry of this formula, charge and spin)   55.2 kcal/mol
SMILES   CNCCSS.O
Frontier orbital gap   8.43 eV
Maximum force   3.6 eV Å⁻¹



Repeat the first record exactly.
A 4-piece molecular cluster, C3H11NO3 overall at a distorted geometry. Source: OMol25; level of theory: the ωB97M-V functional and the def2-TZVPD basis.

```
18
Properties=species:S:1:pos:R:3:forces:R:3:lowdin_charge:R:1
C -1.812611 -0.312725 0.318703 1.11 -0.95 1.65 -0.274
C -1.717579 -1.205237 -0.739509 -0.64 -0.18 -0.04 0.260
C -0.996399 1.014750 0.289169 1.46 0.45 0.87 -0.015
N -0.627817 -0.065296 1.160101 -0.56 -0.25 -1.07 0.058
H -2.662654 -0.232826 0.998467 -0.90 0.40 -1.14 0.176
H -1.037450 -2.057595 -0.670928 0.59 0.61 -0.43 0.126
H -2.349376 -1.156367 -1.620542 -0.59 -0.30 0.36 0.111
H -0.368509 1.223857 -0.560584 0.18 0.09 -0.14 0.085
H -1.439873 1.846098 0.812667 -0.57 0.13 -0.33 0.124
H 0.198530 -0.538655 0.763023 0.18 0.15 0.28 0.072
H 1.532102 -0.534440 2.156439 0.29 0.23 0.20 0.004
O 2.122836 -0.718390 1.422213 -0.07 -0.40 -0.13 -0.136
H 1.469768 0.328019 -1.297986 -0.35 -0.08 0.35 -0.007
H 0.249995 -0.689196 -1.712131 0.09 0.23 0.10 -0.050
O 1.138410 -0.400510 -1.926884 0.26 -0.08 -0.45 -0.099
H 2.161577 0.128830 0.869582 -0.19 0.08 0.15 -0.024
H 2.402371 2.023149 -0.201248 -0.03 0.05 -0.03 -0.033
O 1.736686 1.346529 -0.060548 -0.25 -0.20 -0.20 -0.378
```
Forces are in eV/Å.

Results
Total charge   0
Relative energy (zero: lowest compared OMol25 entry of this formula, charge and spin)   173.6 kcal/mol
Frontier orbital gap   4.45 eV
Maximum force   2.2 eV Å⁻¹